Entry 1:
{
  "formula": "C2HBr2ClF2",
  "method": "the ωB97M-V functional and the def2-TZVPD basis",
  "symbols": ["H", "C", "Br", "Cl", "F", "Br", "F", "C"],
  "xyz": [[1.523, 1.343, -0.174], [-0.679, -1.116, 0.873], [-2.557, -1.174, 1.087], [1.063, 0.671, -2.461], [-0.231, 2.162, -0.818], [0.196, -2.774, 0.584], [-0.087, -0.416, 1.852], [0.772, 1.304, -0.944]],
  "nbo_charge": [0.1696, 0.1395, 0.0970, 0.0401, -0.3160, 0.0873, -0.3400, 0.1225],
  "lumo_ev": [-1.12, 0.26],
  "spin_multiplicity": 1,
  "e_above_lowest_ev": 3.259
}



Entry 2:
{
  "formula": "C31H41N4PPdSSb2",
  "method": "the ωB97M-V functional and the def2-TZVPD basis",
  "symbols": ["H", "C", "H", "S", "H", "H", "H", "C", "C", "C", "C", "H", "H", "C", "H", "H", "H", "C", "H", "C", "H", "H", "H", "H", "H", "C", "N", "H", "C", "H", "C", "C", "H", "C", "C", "H", "H", "H", "C", "Sb", "H", "N", "C", "H", "H", "H", "C", "Sb", "H", "C", "N", "C", "C", "C", "H", "H", "Pd", "H", "H", "C", "C", "C", "C", "C", "C", "P", "H", "H", "H", "H", "C", "H", "C", "C", "H", "H", "N", "H", "C", "H", "H"],
  "xyz": [[0.267, 4.841, 1.201], [-1.983, -2.529, 1.095], [-0.418, 3.301, 4.594], [4.110, 1.020, -1.663], [2.990, 3.105, -3.124], [-4.061, -2.206, 0.942], [-3.430, -2.956, -0.492], [5.335, -2.453, -0.151], [4.267, -0.456, -0.932], [1.441, 1.895, -2.271], [-1.022, 2.459, 1.244], [-2.829, -1.403, 2.780], [-1.600, -4.500, -1.109], [0.522, 4.251, 2.050], [-2.535, -1.977, -4.016], [1.240, 4.779, -4.153], [6.186, -3.146, -0.045], [-0.410, 3.683, -3.392], [2.692, 2.071, 3.249], [-0.942, -3.338, 0.682], [0.821, -4.440, 1.427], [-2.016, 2.019, 1.437], [-5.343, -0.083, 1.007], [1.499, 0.199, 2.789], [-1.031, 3.082, 0.262], [-2.003, -2.040, 2.443], [1.692, 3.442, 1.968], [6.428, -0.752, -0.867], [0.943, 3.911, -3.546], [-1.823, -3.584, -4.344], [1.857, 2.964, -2.999], [-2.143, -2.867, -3.549], [-1.563, 4.058, 2.519], [0.613, 0.769, 2.765], [2.964, -0.978, -0.738], [-0.151, 0.032, 3.041], [1.177, -3.558, -3.964], [1.966, -2.682, 0.151], [-0.748, -3.880, -0.768], [-0.635, -2.316, -2.214], [-5.062, 0.631, -2.308], [1.936, -0.179, -1.142], [2.919, -2.290, -0.125], [0.185, -4.441, -0.829], [1.456, -1.823, -3.715], [2.652, 2.054, 0.801], [-4.495, 0.681, 0.872], [-3.131, -0.223, -0.539], [-1.058, -2.235, 4.365], [5.493, -1.159, -0.578], [-0.765, 3.394, 2.416], [2.393, 0.911, -1.749], [0.043, 1.715, -2.073], [1.206, -2.777, -3.231], [3.903, -4.012, 0.341], [-1.136, 4.400, -3.797], [-0.206, -0.079, -0.920], [0.670, 4.929, 2.819], [-5.106, -1.151, -2.360], [-4.443, -0.266, -2.259], [-0.998, -2.508, 3.337], [0.041, -3.775, 1.601], [1.878, 2.754, 3.259], [1.636, 2.535, 0.841], [-0.009, -3.364, 2.902], [0.321, 1.224, 0.969], [-1.959, 2.592, -2.433], [1.976, 3.477, 4.069], [0.715, -3.722, 3.606], [-4.037, 0.913, 1.832], [-0.849, 2.620, -2.571], [-4.864, 1.649, 0.604], [4.071, -2.994, 0.113], [-3.185, -2.181, 0.271], [1.543, 3.067, -0.085], [-1.312, 1.920, 3.855], [0.692, 1.927, 3.614], [-3.951, -0.181, -3.195], [-0.496, 2.636, 3.708], [-3.002, -3.391, -3.051], [2.014, -3.016, -2.543]],
  "mulliken_spin": [-0.0004, 0.0631, 0.0010, 0.0035, 0.0000, -0.0024, 0.0016, -0.0004, -0.0029, -0.1575, -0.0058, 0.0001, 0.0028, 0.0015, -0.0014, 0.0001, 0.0000, 0.0409, -0.0012, -0.0171, 0.0032, -0.0028, 0.0019, -0.0086, -0.0022, 0.0120, 0.0027, 0.0004, -0.0173, 0.0038, 0.0278, 0.0143, -0.0002, -0.0113, -0.0481, 0.0084, 0.0022, 0.0201, 0.0118, 0.0841, 0.0007, 0.1056, 0.0246, 0.0017, 0.0006, -0.0018, 0.0718, 0.1046, -0.0004, 0.0008, 0.0035, 0.0479, 0.4653, -0.0002, 0.0000, -0.0013, 1.0454, -0.0001, 0.0040, 0.0171, -0.0077, 0.0072, 0.0045, -0.0042, -0.0034, 0.1445, 0.0097, 0.0002, -0.0003, -0.0052, -0.0791, 0.0029, 0.0091, -0.0189, 0.0023, -0.0023, 0.0234, -0.0009, 0.0033, -0.0008, -0.0013],
  "s_squared": 2.01,
  "lumo_ev": [-5.07, -6.27],
  "charge": 2,
  "spin_multiplicity": 3
}